Entry 1:
C48H57GeN8O2PbTe as an isolated structure, computed with ωB97M-V with the def2-TZVPD basis set.

Each line ends with the Löwdin charge.
CARTESIAN COORDINATES (ANGSTROEM)
1 Pb 0.67 0.24 -0.52  0.970
2 O -2.36 1.19 -0.31  0.001
3 C -3.48 0.87 -0.63  -0.321
4 C -4.43 1.87 -1.15  0.017
5 C -5.69 1.55 -1.44  -0.029
6 C -6.18 0.18 -1.27  -0.059
7 C -5.41 -0.78 -0.79  -0.054
8 C -3.96 -0.59 -0.42  -0.237
9 C -2.73 -1.82 1.51  -0.156
10 N -1.52 -1.56 1.53  0.079
11 C -0.62 -2.64 1.89  -0.182
12 C 0.42 -2.90 0.81  -0.232
13 N 1.42 -1.85 0.67  -0.095
14 C 2.59 -2.10 1.14  -0.100
15 C 3.69 -1.19 1.28  -0.148
16 C 4.93 -1.76 1.64  -0.058
17 C 6.03 -0.99 1.90  -0.096
18 C 5.90 0.40 1.85  -0.071
19 C 4.70 0.99 1.53  -0.020
20 C 3.56 0.22 1.19  -0.369
21 O 2.47 0.83 0.85  -0.460
22 H -4.04 2.87 -1.27  0.124
23 H -6.36 2.30 -1.83  0.116
24 H -7.20 -0.04 -1.56  0.116
25 H -5.78 -1.79 -0.71  0.125
26 H -3.15 -2.80 1.77  0.148
27 H -1.17 -3.57 2.08  0.117
28 H -0.10 -2.36 2.81  0.130
29 H -0.07 -3.07 -0.15  0.090
30 H 0.91 -3.84 1.11  0.116
31 H 2.78 -3.11 1.53  0.128
32 H 5.00 -2.84 1.72  0.109
33 H 6.98 -1.45 2.16  0.099
34 H 6.75 1.03 2.07  0.108
35 H 4.60 2.07 1.47  0.117
36 C -3.35 -3.64 -3.95  -0.052
37 N -1.92 -3.83 -3.88  -0.083
38 C -1.45 -5.17 -4.20  -0.134
39 C 0.04 -5.08 -3.95  -0.131
40 N 0.11 -3.99 -2.99  -0.106
41 C 1.43 -3.50 -2.63  -0.036
42 C -1.00 -3.18 -3.06  -0.342
43 N -1.03 -2.06 -2.42  0.068
44 C -2.19 -1.19 -2.38  -0.221
45 C -3.16 -1.65 -1.26  -0.058
46 N -3.73 -0.87 1.07  0.079
47 C -4.20 0.03 1.99  -0.256
48 N -3.44 0.76 2.78  -0.011
49 C -1.99 0.87 2.83  0.008
50 C -4.26 1.57 3.69  -0.056
51 C -5.68 1.37 3.13  -0.066
52 N -5.50 0.28 2.17  -0.043
53 C -6.56 -0.71 2.01  -0.008
54 H -3.70 -4.19 -4.83  0.094
55 H -3.63 -2.61 -4.10  0.072
56 H -3.87 -4.05 -3.08  0.090
57 H -1.70 -5.42 -5.23  0.124
58 H -1.92 -5.91 -3.54  0.126
59 H 0.59 -4.83 -4.86  0.128
60 H 0.46 -5.99 -3.53  0.125
61 H 2.04 -3.35 -3.53  0.082
62 H 1.93 -4.21 -1.98  0.095
63 H 1.33 -2.55 -2.12  0.048
64 H -2.72 -1.14 -3.34  0.102
65 H -1.84 -0.18 -2.19  0.064
66 H -2.55 -2.26 -0.62  0.094
67 H -3.92 -2.31 -1.69  0.090
68 H -1.75 1.87 3.19  0.088
69 H -1.55 0.72 1.85  0.043
70 H -1.57 0.14 3.53  0.105
71 H -3.93 2.61 3.64  0.130
72 H -4.14 1.22 4.72  0.137
73 H -6.06 2.26 2.63  0.131
74 H -6.39 1.08 3.90  0.127
75 H -6.96 -0.96 2.99  0.100
76 H -6.15 -1.61 1.56  0.084
77 H -7.36 -0.33 1.38  0.095
78 C 1.27 2.97 3.01  -0.401
79 Te 0.90 3.12 0.92  1.342
80 C -0.76 4.36 1.46  -0.432
81 C -0.71 4.52 2.96  -0.305
82 C -1.64 5.33 3.62  -0.053
83 C -1.62 5.44 5.00  -0.087
84 C -0.68 4.74 5.74  -0.082
85 C 0.25 3.94 5.09  -0.040
86 C 0.25 3.83 3.70  -0.297
87 H 2.28 3.30 3.20  0.064
88 H 1.20 1.92 3.31  0.061
89 H -1.70 3.89 1.15  0.040
90 H -0.69 5.32 0.95  0.055
91 H -2.37 5.88 3.04  0.114
92 H -2.34 6.08 5.50  0.103
93 H -0.65 4.82 6.82  0.105
94 H 1.00 3.41 5.66  0.118
95 Ge 2.47 1.05 -2.54  0.784
96 C 3.84 2.34 -1.98  -0.376
97 C 3.48 3.69 -1.89  -0.172
98 C 4.39 4.65 -1.48  -0.096
99 C 5.69 4.28 -1.15  -0.096
100 C 6.06 2.95 -1.24  -0.097
101 C 5.14 1.99 -1.65  -0.122
102 C 3.30 -0.36 -3.64  -0.387
103 C 4.29 -1.20 -3.14  -0.136
104 C 4.83 -2.22 -3.91  -0.098
105 C 4.37 -2.43 -5.20  -0.107
106 C 3.37 -1.61 -5.72  -0.102
107 C 2.84 -0.59 -4.94  -0.137
108 H 1.64 1.86 -3.58  -0.051
109 H 2.48 4.00 -2.16  0.079
110 H 4.10 5.69 -1.42  0.100
111 H 6.41 5.03 -0.83  0.100
112 H 7.08 2.65 -0.99  0.103
113 H 5.46 0.95 -1.70  0.086
114 H 4.64 -1.08 -2.12  0.087
115 H 5.60 -2.86 -3.50  0.102
116 H 4.79 -3.22 -5.81  0.099
117 H 3.02 -1.76 -6.73  0.099
118 H 2.08 0.06 -5.36  0.085

E_HOMO = -8.20 eV
E = -135765.675 eV
Net charge = +1
Gap between HOMO and LUMO = 4.83 eV
Energy above the lowest of the compared OMol25 structures with the same formula, charge and spin = 87.5 kcal/mol

---

Entry 2:
C48H57KN7O3S as an isolated structure in a non-equilibrium geometry, computed with ωB97M-V with the def2-TZVPD basis set.

Each line ends with the Löwdin charge.
CARTESIAN COORDINATES (ANGSTROEM)
1 K -0.70 0.52 -0.22  0.649
2 C -2.01 -4.29 4.39  -0.081
3 C -2.35 -2.82 3.98  -0.175
4 C -2.11 -2.59 2.52  -0.145
5 C -3.04 -2.63 1.48  -0.115
6 C -4.48 -3.09 1.54  -0.207
7 C -4.65 -4.57 1.80  -0.099
8 C -2.28 -2.37 0.29  -0.285
9 C -2.73 -2.40 -1.07  0.026
10 C -1.93 -2.13 -2.21  -0.189
11 C -1.82 -2.94 -3.44  -0.121
12 C -2.43 -4.28 -3.61  -0.197
13 C -2.53 -5.12 -2.31  -0.110
14 C -0.98 -2.24 -4.29  -0.139
15 C -0.55 -1.08 -3.52  -0.286
16 C 0.55 -0.33 -3.96  0.021
17 C 1.40 0.45 -3.18  -0.143
18 N 2.18 -0.11 -2.11  0.027
19 C 2.71 0.95 -1.31  -0.179
20 C 3.34 0.81 -0.07  0.053
21 C 2.91 0.02 1.03  -0.251
22 N 1.61 -0.39 1.15  0.118
23 C 1.66 -1.39 2.09  -0.239
24 C 0.46 -2.02 2.57  0.063
25 C -0.84 -2.27 1.92  -0.210
26 N -1.01 -2.09 0.57  0.065
27 C 3.00 -1.61 2.62  -0.108
28 C 3.82 -0.64 2.01  -0.121
29 C 5.16 -0.14 2.46  -0.206
30 C 4.95 1.09 3.37  -0.074
31 C 3.38 -2.65 3.70  -0.190
32 C 2.80 -4.04 3.49  -0.103
33 C 2.53 2.07 -2.10  -0.150
34 C 1.76 1.83 -3.22  -0.093
35 C 1.17 2.78 -4.30  -0.192
36 C 2.07 3.22 -5.42  -0.116
37 C 3.26 3.36 -1.80  -0.169
38 C 4.80 3.28 -2.00  -0.086
39 N -1.20 -0.94 -2.34  0.068
40 C -0.60 -2.57 -5.69  -0.189
41 C -1.40 -1.78 -6.84  -0.085
42 H -2.61 -5.05 3.91  0.043
43 H -2.04 -4.47 5.44  0.054
44 H -1.07 -4.54 3.91  0.064
45 H -1.75 -2.13 4.63  0.107
46 H -3.37 -2.54 4.25  0.099
47 H -5.00 -2.82 0.63  0.090
48 H -4.95 -2.49 2.34  0.111
49 H -3.91 -5.11 1.17  0.087
50 H -5.70 -4.82 1.56  0.067
51 H -4.44 -4.89 2.84  0.058
52 H -3.81 -2.71 -1.28  0.127
53 H -1.85 -4.80 -4.39  0.101
54 H -3.53 -4.26 -3.95  0.130
55 H -1.60 -5.25 -1.80  0.076
56 H -2.98 -6.12 -2.58  0.083
57 H -3.26 -4.66 -1.66  0.032
58 H 0.69 -0.27 -5.06  0.118
59 H 4.36 1.32 -0.03  0.124
60 H 0.51 -2.25 3.64  0.096
61 H 5.80 0.12 1.57  0.113
62 H 5.69 -0.98 2.87  0.083
63 H 4.24 1.73 2.78  0.089
64 H 5.83 1.68 3.59  0.064
65 H 4.46 0.74 4.25  0.054
66 H 3.04 -2.20 4.68  0.121
67 H 4.47 -2.72 3.75  0.093
68 H 2.13 -4.33 4.29  0.064
69 H 3.59 -4.75 3.43  0.053
70 H 2.22 -3.99 2.57  0.071
71 H 0.84 3.65 -3.67  0.122
72 H 0.24 2.27 -4.69  0.123
73 H 2.99 3.76 -5.15  0.072
74 H 1.48 3.71 -6.20  0.065
75 H 2.42 2.30 -5.94  0.076
76 H 3.05 3.86 -0.85  0.108
77 H 2.85 4.11 -2.48  0.092
78 H 5.31 4.23 -1.70  0.078
79 H 5.05 3.16 -3.06  0.059
80 H 5.21 2.38 -1.49  0.060
81 H -0.66 -3.61 -5.96  0.083
82 H 0.51 -2.42 -5.80  0.110
83 H -2.50 -2.00 -6.84  0.074
84 H -1.04 -2.14 -7.85  0.070
85 H -1.21 -0.70 -6.83  0.050
86 C 0.37 0.95 4.43  -0.019
87 C 0.10 1.68 3.13  -0.416
88 O -0.70 1.24 2.32  -0.040
89 C 0.82 2.94 2.83  -0.082
90 C 1.70 3.51 3.71  -0.110
91 C 2.14 4.81 3.61  -0.160
92 C 1.89 5.50 2.44  -0.121
93 C 1.13 4.89 1.42  -0.055
94 C 0.67 3.54 1.43  -0.385
95 O 0.20 2.89 0.45  -0.168
96 H -0.34 0.06 4.52  0.092
97 H 0.29 1.60 5.30  0.064
98 H 1.51 0.72 4.38  0.109
99 H 2.14 2.94 4.48  0.085
100 H 2.82 5.13 4.39  0.084
101 H 2.46 6.44 2.32  0.098
102 H 0.80 5.47 0.54  0.100
103 O 3.28 -1.72 -1.14  0.018
104 N 2.26 -1.47 -1.74  0.076
105 C -5.99 4.02 -1.62  -0.067
106 N -4.87 4.21 -0.71  -0.131
107 C -4.82 5.08 0.38  -0.095
108 C -3.68 4.85 1.05  -0.071
109 N -2.95 3.88 0.30  0.074
110 C -3.66 3.47 -0.78  -0.814
111 S -3.18 2.29 -1.84  0.594
112 H -5.70 3.81 -2.66  0.075
113 H -6.70 4.85 -1.49  0.087
114 H -6.50 3.10 -1.35  0.081
115 H -5.65 5.74 0.73  0.124
116 H -3.39 5.15 2.06  0.116
117 H -1.98 3.59 0.34  0.111

E_HOMO (spin up / spin down) = -3.67 / -3.92 eV
E = -94430.631 eV
Net charge = -1
Gap between HOMO and LUMO (spin up / spin down) = 5.34 / 5.63 eV
Energy above the lowest of the compared OMol25 structures with the same formula, charge and spin = 58.3 kcal/mol

---

- Look up the net charge of the second one.
  -1

---

- Which of these has the lowest energy above the lowest of the compared OMol25 structures with the same formula, charge and spin?
  C48H57KN7O3S

---

- The highest energy above the lowest of the compared OMol25 structures with the same formula, charge and spin belongs to which entry?
  C48H57GeN8O2PbTe

---

- Which of these has the highest net charge?
  C48H57GeN8O2PbTe